# C38H30Br4CdN3O2Sb

C38H30Br4CdN3O2Sb as an isolated structure (the ωB97M-V functional and the def2-TZVPD basis, OMol25).

Each line ends with the Löwdin charge.
Element x y z (Å)
Cd: 0.075 -1.831 0.685  1.2674
C: -4.052 -1.603 -3.194  -0.0628
C: -4.849 -1.851 -2.081  -0.0689
C: -4.274 -2.216 -0.878  -0.0294
C: -2.888 -2.327 -0.802  -0.2803
C: -2.084 -2.092 -1.913  -0.0371
C: -2.673 -1.732 -3.114  -0.0550
N: -2.204 -2.592 0.413  -0.0089
N: -2.860 -3.041 1.357  0.1075
C: -2.098 -3.216 2.564  -0.3100
C: -2.746 -3.772 3.650  0.0030
C: -2.020 -3.927 4.823  -0.0405
C: -0.695 -3.526 4.862  -0.0302
C: -0.128 -2.977 3.719  -0.0995
N: -0.830 -2.832 2.601  0.0339
H: -4.511 -1.304 -4.127  0.1091
H: -5.924 -1.747 -2.152  0.1078
H: -4.874 -2.390 0.004  0.1085
H: -1.007 -2.207 -1.841  0.0839
H: -2.053 -1.544 -3.980  0.1139
H: -3.781 -4.068 3.561  0.1168
H: -2.487 -4.359 5.699  0.1149
H: -0.101 -3.633 5.759  0.1134
H: 0.902 -2.637 3.674  0.1156
Br: 6.373 -2.564 -2.234  0.6933
C: 5.010 -2.223 -0.971  -0.7790
C: 5.258 -1.429 0.135  -0.7727
Br: 6.966 -0.678 0.424  0.7071
C: 4.214 -1.153 1.025  -0.6397
Br: 4.462 -0.039 2.534  0.7590
C: 2.923 -1.635 0.834  -0.4550
O: 1.936 -1.320 1.654  -0.3386
C: 2.662 -2.444 -0.321  -0.4654
O: 1.430 -2.859 -0.581  -0.3241
C: 3.720 -2.726 -1.180  -0.6546
Br: 3.309 -3.787 -2.693  0.7512
C: -3.235 1.423 -0.337  -0.0658
C: -2.524 2.008 -1.528  -0.3099
C: -3.247 2.666 -2.518  -0.0514
C: -2.609 3.250 -3.604  -0.0802
C: -1.229 3.194 -3.710  -0.0802
C: -0.495 2.537 -2.731  -0.1254
C: -1.132 1.937 -1.649  -0.3438
Sb: 0.020 0.920 -0.170  1.5322
C: -0.040 2.449 1.310  -0.3353
C: -0.142 3.763 0.860  -0.1185
C: -0.183 4.822 1.755  -0.0827
C: -0.120 4.562 3.115  -0.0784
C: -0.018 3.255 3.566  -0.0489
C: 0.026 2.179 2.681  -0.2999
C: 0.160 0.779 3.219  -0.0854
C: 1.990 1.153 -0.903  -0.3344
C: 2.895 1.903 -0.156  -0.1262
C: 4.236 1.934 -0.506  -0.0997
C: 4.671 1.215 -1.607  -0.0869
C: 3.767 0.477 -2.357  -0.0436
C: 2.418 0.425 -2.019  -0.3046
C: 1.489 -0.458 -2.811  -0.0703
H: -4.315 1.547 -0.423  0.0809
H: -2.913 1.909 0.589  0.0768
H: -3.028 0.355 -0.240  0.0413
H: -4.326 2.727 -2.433  0.1085
H: -3.193 3.757 -4.362  0.1027
H: -0.722 3.657 -4.546  0.1044
H: 0.586 2.495 -2.811  0.0981
H: -0.194 3.967 -0.204  0.0966
H: -0.261 5.838 1.391  0.1034
H: -0.144 5.377 3.827  0.1033
H: 0.039 3.059 4.631  0.1085
H: 0.181 0.789 4.309  0.0792
H: 1.074 0.299 2.861  0.0428
H: -0.691 0.161 2.912  0.0517
H: 2.563 2.437 0.726  0.0932
H: 4.940 2.490 0.100  0.1057
H: 5.720 1.210 -1.875  0.1005
H: 4.119 -0.102 -3.205  0.1151
H: 1.918 -0.692 -3.785  0.0859
H: 0.517 0.015 -2.982  0.0495
H: 1.331 -1.407 -2.292  0.0363

Properties
2S+1: 1

# C38H30BrI2KN5O2P2Se

C38H30BrI2KN5O2P2Se as an isolated structure (the ωB97M-V functional and the def2-TZVPD basis, OMol25).

Each line ends with the Löwdin charge.
Element x y z (Å)
K: -0.092 -0.337 0.821  0.4393
Br: -3.643 -0.271 2.882  0.8148
C: -3.232 -1.798 1.832  -0.7192
C: -3.998 -2.939 1.974  -0.1104
C: -3.669 -4.019 1.166  -0.0522
C: -2.630 -3.886 0.266  -0.0016
C: -1.918 -2.692 0.228  -0.1901
N: -2.215 -1.660 1.012  0.0096
C: -0.808 -2.534 -0.826  -0.6911
O: -1.134 -2.902 -1.953  0.0090
O: 0.263 -2.039 -0.437  -0.3096
H: -4.813 -2.973 2.681  0.0969
H: -4.228 -4.941 1.250  0.1067
H: -2.346 -4.671 -0.417  0.1206
N: -2.192 2.440 0.426  -0.4114
P: -0.720 2.459 1.307  0.8949
C: 0.127 3.987 0.742  -0.3569
C: 1.301 3.842 0.013  -0.0931
C: 1.992 4.960 -0.420  -0.0806
C: 1.505 6.225 -0.135  -0.0936
C: 0.335 6.374 0.594  -0.0906
C: -0.354 5.259 1.034  -0.1004
C: -1.248 3.024 2.941  -0.3806
C: -2.563 3.131 3.371  -0.1377
C: -2.826 3.496 4.679  -0.0973
C: -1.786 3.732 5.562  -0.0860
C: -0.471 3.606 5.141  -0.0825
C: -0.206 3.258 3.834  -0.1240
P: -1.977 1.640 -1.074  0.9838
C: -3.375 0.459 -1.045  -0.3740
C: -3.243 -0.680 -1.829  -0.1236
C: -4.239 -1.639 -1.849  -0.0712
C: -5.386 -1.450 -1.095  -0.0858
C: -5.524 -0.314 -0.312  -0.1014
C: -4.526 0.643 -0.288  -0.1275
C: -2.756 2.825 -2.239  -0.3450
C: -3.348 2.352 -3.409  -0.1024
C: -3.878 3.231 -4.332  -0.0879
C: -3.853 4.596 -4.088  -0.0991
C: -3.267 5.075 -2.929  -0.0894
C: -2.685 4.198 -2.031  -0.0932
H: -2.804 3.254 0.479  0.0579
H: 1.675 2.848 -0.194  0.0503
H: 2.914 4.840 -0.970  0.1020
H: 2.043 7.100 -0.476  0.0972
H: -0.032 7.364 0.830  0.0983
H: -1.256 5.367 1.626  0.1072
H: -3.379 2.905 2.701  0.0709
H: -3.851 3.578 5.014  0.0966
H: -2.000 3.998 6.587  0.0977
H: 0.344 3.749 5.834  0.1037
H: 0.812 3.137 3.490  0.0712
H: -2.338 -0.830 -2.399  0.0893
H: -4.100 -2.538 -2.432  0.1125
H: -6.178 -2.187 -1.117  0.1009
H: -6.416 -0.174 0.282  0.1016
H: -4.641 1.519 0.334  0.0882
H: -3.399 1.288 -3.592  0.0982
H: -4.331 2.853 -5.238  0.1018
H: -4.286 5.280 -4.802  0.0961
H: -3.259 6.136 -2.722  0.1005
H: -2.179 4.589 -1.158  0.0840
I: 2.961 0.025 -1.062  0.8128
C: 3.688 -1.281 0.460  -1.1527
I: 3.356 -3.348 0.075  0.7176
H: 3.180 -1.036 1.386  -0.1494
H: 4.760 -1.117 0.554  -0.0399
Se: 2.295 0.507 3.349  0.4620
C: 1.461 0.661 4.900  -1.0132
N: 0.955 0.791 5.927  0.0017
N: 0.118 -3.569 -5.796  0.1606
C: 0.030 -2.532 -5.314  -0.1880
C: -0.066 -1.210 -4.824  -0.1993
C: -0.548 -0.205 -5.664  -0.0142
C: -0.570 1.095 -5.191  -0.0578
C: -0.136 1.332 -3.895  -0.1687
N: 0.293 0.378 -3.086  0.0409
C: 0.346 -0.862 -3.533  -0.1147
H: -0.884 -0.456 -6.662  0.1181
H: -0.910 1.909 -5.812  0.1025
H: -0.131 2.336 -3.486  0.1027
H: 0.709 -1.619 -2.856  0.0871

Properties
energy relative to the best compared isomer or geometry (same formula, charge and spin): 90.55 kJ/mol
2S+1: 1
total charge: -1

no.,HOMO energy (eV),total energy (eV),frontier orbital gap (eV)
1,-6.6,-339729.877,4.62
2,-4.7,-237935.168,6.64